Density functional theory data (ωB97M-V with the def2-TZVPD basis set) for an isolated molecule of CHCl2OP at a distorted geometry.

Properties
* highest occupied orbital energy (spin up / spin down): -9.56 / -9.75 eV
* charge: 0
* spin multiplicity: 1
* E: -37431.07604 eV

The geometry in XYZ format:
```
6
CHCl2OP, DFT ωB97M-V with the def2-TZVPD basis set
C -0.69294 -0.67914 -0.77889
O -0.05746 1.92706 -0.08503
P 0.37855 0.58126 0.26091
Cl 2.07429 1.17478 1.86655
Cl -0.13508 -2.14180 -1.36503
H -1.56736 -0.86217 0.10148
```

Density functional theory data (ωB97M-V with the def2-TZVPD basis set) for a cluster of 2 separate species, C4H5Br2N in total at a distorted geometry.

Properties
* highest occupied orbital energy (spin up / spin down): -9.45 / -9.45 eV
* charge: 0
* spin multiplicity: 1
* E: -145799.34725 eV

The geometry in XYZ format:
```
12
C4H5Br2N, DFT ωB97M-V with the def2-TZVPD basis set
C 0.55845 1.97856 -0.90845
C 0.07849 -1.23852 -0.96859
C -0.52192 0.05083 1.24511
C 0.46416 -0.37278 0.27908
N 0.43285 3.11779 -0.91457
Br -2.22402 0.48789 0.40198
Br 2.29488 -0.21096 0.59031
H -0.44174 -2.06647 -0.51841
H -0.77862 -0.84393 -1.44029
H 0.90521 -1.35906 -1.54605
H -0.76773 -0.50439 2.13141
H -0.00002 0.96104 1.64848
```

Density functional theory data (ωB97M-V with the def2-TZVPD basis set) for a structure of composition C3H2CsFO3 at a distorted geometry.

Properties
* highest occupied orbital energy: -20.81 eV
* charge: +2
* spin multiplicity: 1
* E: -12533.72844 eV

The geometry in XYZ format:
```
10
C3H2CsFO3, DFT ωB97M-V with the def2-TZVPD basis set
C -3.82875 0.04547 0.48940
C -3.31009 -1.37076 0.29050
O -2.06755 -1.36409 0.18029
C -1.57654 0.04110 0.29198
O -2.62546 0.78799 0.47578
O -0.43081 0.26690 0.24530
Cs 3.72719 0.03241 -0.33594
F -4.63206 0.42519 -0.48588
H -3.89270 -2.28073 0.09990
H -4.28987 0.00988 1.51245
```